(1)
Here is a single C5H6N2O2 molecule in a non-equilibrium geometry from the Open Molecules 2025 dataset. Energies are from wB97M-V/def2-TZVPD.

The SMILES is Cc1ccnn(O)c1=O. The value obtained for the energy relative to the best compared isomer or geometry (same formula, charge and spin) is 80.9 kcal/mol. For the total energy, the calculation gives -12354.1108 eV. For the HOMO-LUMO gap, the calculation gives 8.7 eV. As for the charge: 0. As for the spin multiplicity: 1.

Geometry as XYZ:
```
15
C5H6N2O2, DFT wB97M-V/def2-TZVPD
C -0.523 0.668 -1.985
C -0.226 0.109 -0.630
C -1.265 -0.322 0.185
C -1.062 -0.705 1.534
N 0.110 -0.861 2.099
N 1.061 -0.441 1.410
O 2.331 -0.427 1.957
C 1.049 0.167 -0.032
O 2.109 0.656 -0.379
H -0.961 1.698 -1.833
H -1.511 0.277 -2.431
H 0.191 0.657 -2.938
H -2.218 -0.302 -0.214
H -2.068 -0.888 2.082
H 2.983 -0.285 1.173
```

Atom charges from the Löwdin analysis, given in e for atoms 1 to 6:
1. C -0.066
2. C -0.213
3. C -0.017
4. C -0.143
5. N 0.104
6. N -0.120


(2)
Here is a molecular structure, C32H23ClN6O6SSr from the Open Molecules 2025 dataset. Energies are from wB97M-V/def2-TZVPD.

The value obtained for the energy relative to the best compared isomer or geometry (same formula, charge and spin) is 19.5 kcal/mol. For the total energy, the calculation gives -78978.7861 eV. For the HOMO-LUMO gap, the calculation gives 6.7 eV. As for the charge: 0. As for the spin multiplicity: 1.

Geometry as XYZ:
```
70
C32H23ClN6O6SSr, DFT wB97M-V/def2-TZVPD
Sr -1.054 -1.453 -0.557
C 4.917 1.494 5.450
O 5.794 2.064 4.497
C 5.225 2.675 3.429
C 3.859 2.788 3.235
C 3.375 3.426 2.098
C 4.252 3.958 1.166
C 5.627 3.890 1.391
C 6.110 3.229 2.500
N 3.763 4.714 0.051
N 2.933 4.255 -0.760
C 2.507 2.894 -0.748
C 3.384 1.840 -0.822
C 2.926 0.527 -0.952
C 1.574 0.194 -1.009
O 1.152 -1.026 -1.113
C 0.643 1.302 -0.929
N -0.689 1.032 -0.950
C -1.546 2.032 -0.912
C -1.168 3.378 -0.843
C 0.165 3.680 -0.795
C 1.116 2.640 -0.835
H 5.550 1.039 6.206
H 4.280 0.724 5.002
H 4.286 2.255 5.918
H 3.156 2.382 3.952
H 2.306 3.503 1.943
H 6.306 4.350 0.681
H 7.174 3.142 2.683
H 4.450 2.024 -0.792
H 3.644 -0.282 -1.029
H -2.600 1.767 -0.934
H -1.928 4.149 -0.820
H 0.510 4.704 -0.734
O -5.328 -1.637 3.911
C -6.033 -1.525 2.816
O -7.242 -1.499 2.827
C -5.274 -1.473 1.517
C -5.878 -1.420 0.269
Cl -7.545 -1.446 -0.037
N -4.899 -1.383 -0.687
N -3.690 -1.416 -0.087
C -3.892 -1.465 1.217
C -2.702 -1.482 2.165
O -2.937 -1.428 3.383
O -1.565 -1.535 1.632
C -4.952 -1.318 -2.116
C -3.764 -1.361 -2.849
C -3.776 -1.308 -4.232
C -4.970 -1.210 -4.926
C -6.149 -1.151 -4.206
C -6.149 -1.201 -2.820
H -4.326 -1.714 3.717
H -2.802 -1.406 -2.384
H -2.834 -1.342 -4.764
H -4.978 -1.171 -6.008
H -7.099 -1.062 -4.719
H -7.089 -1.145 -2.311
S -0.991 -4.414 -0.989
C 0.664 -4.145 -1.243
N 1.473 -3.959 -0.157
C 2.776 -3.617 -0.211
C 3.401 -3.505 -1.415
C 2.649 -3.764 -2.570
C 1.320 -4.093 -2.488
H 1.023 -4.036 0.742
H 3.258 -3.447 0.740
H 4.443 -3.227 -1.466
H 3.121 -3.695 -3.543
H 0.732 -4.289 -3.372
```

Atom charges from the Löwdin analysis, given in e for atoms 1 to 6:
1. Sr 1.437
2. C -0.086
3. O -0.081
4. C -0.292
5. C -0.012
6. C -0.020


(3)
Here is 8 unconnected molecules or ions with the total composition C12H44BNO10 in a non-equilibrium geometry from the Open Molecules 2025 dataset. Energies are from wB97M-V/def2-TZVPD.

For the total energy, the calculation gives -35792.9743 eV. For the HOMO-LUMO gap, the calculation gives 9.3 eV. As for the charge: 0. As for the spin multiplicity: 1.

Geometry as XYZ:
```
68
C12H44BNO10, DFT wB97M-V/def2-TZVPD
N -0.433 0.472 0.315
H 0.377 0.982 0.638
H -0.315 -0.458 0.689
H -0.197 0.394 -0.664
H -1.344 0.900 0.400
B 0.528 -0.061 -2.313
H 0.667 0.910 -1.864
H -0.511 -0.333 -2.209
H 0.795 0.005 -3.356
H 1.070 -0.824 -1.777
C -1.666 -3.860 2.931
C -1.756 -2.516 2.156
O -0.566 -1.800 2.253
H -0.895 -4.570 2.633
H -2.604 -4.294 2.585
H -1.657 -3.788 4.019
H -2.544 -1.856 2.519
H -1.945 -2.647 1.091
H -0.662 -1.327 3.083
C 3.540 -0.751 2.113
C 3.275 -0.838 0.659
O 2.014 -1.367 0.397
H 3.488 -1.716 2.618
H 2.728 -0.163 2.539
H 4.501 -0.274 2.306
H 3.976 -1.562 0.244
H 3.382 0.091 0.098
H 1.895 -1.356 -0.555
C -0.355 3.470 3.131
C 0.536 2.266 2.918
O 1.137 2.141 1.632
O 0.497 4.553 3.486
H -0.956 3.266 4.017
H -1.081 3.790 2.384
H 0.021 1.319 3.078
H 1.335 2.212 3.657
H 1.903 2.713 1.540
H 0.497 5.200 2.776
C -3.623 0.351 -0.506
C -3.510 1.904 -0.550
O -2.204 2.358 -0.234
O -3.363 -0.149 0.802
H -2.919 -0.107 -1.201
H -4.576 -0.056 -0.844
H -4.186 2.439 0.117
H -3.718 2.366 -1.515
H -2.085 3.162 -0.746
H -4.070 0.111 1.396
C 2.509 2.968 -3.455
C 2.036 3.384 -2.114
O 0.594 3.261 -2.121
O 2.905 1.593 -3.459
H 3.431 3.458 -3.768
H 1.764 3.037 -4.248
H 2.238 4.438 -1.921
H 2.446 2.732 -1.343
H 0.354 2.341 -2.258
H 2.058 1.145 -3.406
C -0.985 -4.607 -1.776
C -0.117 -3.352 -1.797
O -0.312 -2.693 -2.974
O -0.353 -5.637 -2.527
H -1.956 -4.408 -2.230
H -1.158 -4.889 -0.738
H 0.927 -3.556 -1.560
H -0.510 -2.776 -0.959
H -0.143 -1.763 -2.804
H -0.146 -5.376 -3.427
```

Atom charges from the Löwdin analysis, given in e for atoms 1 to 6:
1. N 0.290
2. H 0.075
3. H 0.089
4. H 0.010
5. H 0.071
6. B -0.354


(4)
Here is a molecular structure, C10H19FeN4O5S5Se2 from the Open Molecules 2025 dataset. Energies are from wB97M-V/def2-TZVPD.

The value obtained for the energy relative to the best compared isomer or geometry (same formula, charge and spin) is 19.3 kcal/mol. For the total energy, the calculation gives -246135.6821 eV. For the HOMO-LUMO gap (spin up / spin down), the calculation gives 6.1 / 6.3 eV. As for the charge: -2. As for the spin multiplicity: 6.

Geometry as XYZ:
```
46
C10H19FeN4O5S5Se2, DFT wB97M-V/def2-TZVPD
Fe -0.339 -0.981 1.095
C 2.874 2.222 -2.343
C 2.893 0.784 -2.699
N 3.668 0.232 -3.578
N 3.344 -1.099 -3.499
C 2.402 -1.398 -2.578
S 1.804 -2.904 -2.224
N 2.100 -0.156 -2.075
N 1.180 0.123 -1.063
H 3.540 2.754 -3.018
H 3.218 2.359 -1.316
H 1.861 2.618 -2.421
H 3.811 -1.785 -4.058
H 0.494 0.782 -1.446
H 1.670 0.566 -0.290
O -5.508 -3.345 1.605
C -5.219 -1.955 1.444
C -3.704 -1.720 1.402
C -3.581 -0.230 1.081
O -2.309 0.323 1.371
C -3.098 -2.648 0.325
Se -1.595 -1.967 -0.755
C -3.154 -2.017 2.805
Se -1.215 -2.297 2.981
H -6.455 -3.435 1.725
H -5.649 -1.385 2.278
H -5.662 -1.588 0.508
H -4.323 0.311 1.686
H -3.818 -0.069 0.024
H -2.149 0.957 0.627
H -3.871 -2.927 -0.393
H -2.749 -3.560 0.805
H -3.612 -2.940 3.163
H -3.444 -1.207 3.480
S 3.364 0.772 3.102
C 2.030 0.140 2.331
S 1.894 -1.515 1.852
S 0.608 1.069 1.962
C -2.744 0.786 -2.941
S -1.882 2.167 -2.222
O -0.522 2.086 -2.762
O -2.606 3.360 -2.619
O -1.911 1.900 -0.781
H -2.671 0.858 -4.024
H -3.785 0.830 -2.625
H -2.268 -0.124 -2.577
```

Atom charges from the Löwdin analysis, given in e for atoms 1 to 6:
1. Fe 0.080
2. C -0.002
3. C -0.341
4. N 0.090
5. N -0.016
6. C -0.842


(5)
Here is 9 unconnected molecules or ions with the total composition H17O9 in a non-equilibrium geometry from the Open Molecules 2025 dataset. Energies are from wB97M-V/def2-TZVPD.

The value obtained for the energy relative to the best compared isomer or geometry (same formula, charge and spin) is 49.8 kcal/mol. For the total energy, the calculation gives -18704.3670 eV. For the HOMO-LUMO gap, the calculation gives 9.9 eV. As for the charge: -1. As for the spin multiplicity: 1.

Geometry as XYZ:
```
26
H17O9, DFT wB97M-V/def2-TZVPD
O -0.026 -0.062 -0.128
H 0.801 -0.528 0.005
O 1.845 0.837 -2.025
H 1.027 0.600 -1.490
H 2.434 0.719 -1.329
O -0.538 -2.884 0.627
H -0.342 -1.993 0.199
H 0.296 -3.344 0.476
O -1.099 -1.706 -2.179
H -1.049 -0.923 -2.754
H -1.053 -1.319 -1.269
O 2.286 -2.176 2.715
H 1.699 -2.479 1.983
H 2.409 -1.222 2.598
O -2.253 -0.383 1.552
H -1.550 -0.096 1.127
H -2.880 0.410 1.403
O 0.347 0.572 2.313
H -0.197 1.444 2.464
H 0.322 0.603 1.367
O -1.773 1.672 -1.050
H -2.090 1.290 -1.967
H -0.976 1.023 -0.831
O 0.580 3.610 -1.431
H 1.420 3.707 -1.071
H 0.362 2.629 -1.303
```

Atom charges from the Löwdin analysis, given in e for atoms 1 to 6:
1. O -0.401
2. H -0.007
3. O -0.073
4. H 0.004
5. H -0.017
6. O -0.076


(6)
Here is 9 unconnected molecules or ions with the total composition C22H40O34S7 in a non-equilibrium geometry from the Open Molecules 2025 dataset. Energies are from wB97M-V/def2-TZVPD.

The SMILES is C[C@H]1COC(=O)O1.C[C@H]1COC(=O)O1.O=S1(=O)OCCO1.O=S1(=O)OCCO1.O=S1(=O)OCCO1.O=S1(=O)OCCO1.O=S1(=O)OCCO1.O=S1(=O)OCCO1.O=S1(=O)OCCO1. For the total energy, the calculation gives -168911.5255 eV. For the HOMO-LUMO gap, the calculation gives 10.8 eV. As for the charge: 0. As for the spin multiplicity: 1.

Geometry as XYZ:
```
103
C22H40O34S7, DFT wB97M-V/def2-TZVPD
C -4.291 -5.031 2.245
C -5.002 -3.938 1.498
C -5.818 -4.569 0.281
O -6.854 -3.601 0.162
C -7.152 -3.121 1.358
O -8.064 -2.370 1.612
O -6.031 -3.327 2.213
H -3.519 -4.614 2.892
H -3.793 -5.745 1.588
H -4.908 -5.672 2.875
H -4.284 -3.161 1.236
H -6.196 -5.561 0.530
H -5.129 -4.520 -0.562
C 6.232 3.763 0.173
C 7.293 3.113 1.121
C 7.765 3.977 2.310
O 7.554 3.244 3.498
C 6.886 2.108 3.146
O 6.442 1.301 3.935
O 6.798 1.943 1.768
H 5.541 4.508 0.567
H 5.721 3.105 -0.530
H 6.742 4.413 -0.538
H 8.132 2.762 0.520
H 7.362 4.986 2.393
H 8.834 4.100 2.142
O 11.053 -6.581 1.356
S 10.814 -5.194 0.905
O 11.502 -4.541 -0.203
O 9.143 -4.932 0.803
C 8.827 -3.613 1.192
C 9.919 -3.091 2.003
O 10.823 -4.177 2.184
H 8.751 -3.058 0.257
H 7.838 -3.547 1.646
H 9.632 -2.689 2.975
H 10.367 -2.292 1.413
O -6.026 0.899 -5.493
S -5.640 2.269 -5.291
O -4.292 2.397 -4.721
O -5.928 3.336 -6.586
C -6.401 4.606 -6.144
C -6.689 4.524 -4.627
O -6.767 3.132 -4.396
H -5.569 5.311 -6.149
H -7.253 4.974 -6.715
H -7.608 5.060 -4.389
H -5.968 4.973 -3.942
O -3.422 0.639 11.048
S -4.312 -0.173 10.207
O -5.755 -0.092 10.342
O -3.951 0.130 8.634
C -3.961 -1.041 7.850
C -3.945 -2.269 8.799
O -3.765 -1.744 10.093
H -4.877 -1.082 7.261
H -3.104 -0.871 7.197
H -3.149 -3.012 8.745
H -4.848 -2.838 8.577
O -2.465 4.782 1.285
S -2.046 3.629 2.073
O -2.903 2.429 1.942
O -0.448 3.322 1.742
C 0.434 3.841 2.724
C -0.378 3.805 4.003
O -1.721 4.045 3.668
H 1.352 3.271 2.866
H 0.527 4.876 2.394
H -0.017 4.565 4.695
H -0.355 2.868 4.559
O 1.786 8.616 -1.004
S 1.680 8.706 -2.481
O 2.191 9.885 -3.158
O 2.176 7.373 -3.272
C 1.217 6.591 -3.982
C 0.056 7.578 -4.099
O 0.121 8.380 -2.957
H 1.475 6.166 -4.952
H 0.912 5.901 -3.195
H -0.932 7.159 -4.291
H 0.260 8.177 -4.986
O -0.483 -6.811 -6.370
S -1.567 -7.578 -5.670
O -1.207 -8.445 -4.546
O -2.909 -6.663 -5.363
C -3.816 -6.549 -6.392
C -3.569 -7.788 -7.297
O -2.416 -8.438 -6.828
H -4.790 -6.403 -5.925
H -3.564 -5.542 -6.726
H -3.509 -7.442 -8.329
H -4.458 -8.418 -7.272
O 2.328 -3.208 0.391
S 1.364 -2.170 0.019
O 0.517 -1.599 1.013
O 2.168 -0.992 -0.899
C 1.467 -0.795 -2.116
C 0.889 -2.226 -2.426
O 0.368 -2.736 -1.247
H 0.660 -0.093 -1.908
H 2.048 -0.417 -2.958
H 1.725 -2.820 -2.796
H 0.126 -2.339 -3.197
```

Atom charges from the Löwdin analysis, given in e for atoms 1 to 6:
1. C -0.043
2. C -0.344
3. C -0.063
4. O 0.066
5. C -0.499
6. O 0.152


(7)
Here is a molecular structure, C30H37BCoN11O3S in a non-equilibrium geometry from the Open Molecules 2025 dataset. Energies are from wB97M-V/def2-TZVPD.

The value obtained for the energy relative to the best compared isomer or geometry (same formula, charge and spin) is 0.0 kcal/mol. For the total energy, the calculation gives -103360.0350 eV. For the HOMO-LUMO gap (spin up / spin down), the calculation gives 5.9 / 4.0 eV. As for the charge: +3. As for the spin multiplicity: 2.

Geometry as XYZ:
```
84
C30H37BCoN11O3S, DFT wB97M-V/def2-TZVPD
Co -0.334 -0.848 -0.918
C 1.234 -4.751 -1.215
C 1.286 -3.396 -1.508
N 0.173 -2.799 -1.079
N -0.601 -3.739 -0.512
C 0.016 -4.925 -0.583
B -1.946 -3.371 0.151
N -1.611 -2.336 1.266
C -1.921 -2.310 2.570
C -1.267 -1.240 3.162
C -0.572 -0.634 2.129
N -0.791 -1.301 0.995
N -2.758 -2.608 -0.902
C -3.926 -2.857 -1.512
C -4.133 -1.900 -2.488
C -3.022 -1.074 -2.408
N -2.207 -1.503 -1.443
N -2.572 -4.627 0.706
C -3.456 -5.540 0.207
C -3.551 -6.574 1.097
C -2.645 -6.235 2.127
N -2.044 -5.095 1.867
H 1.984 -5.495 -1.420
H 2.047 -2.850 -2.032
H -0.432 -5.829 -0.204
H -2.590 -3.021 3.012
H -1.295 -0.963 4.200
H 0.062 0.237 2.145
H -4.582 -3.653 -1.210
H -4.961 -1.834 -3.172
H -2.795 -0.197 -2.989
H -3.937 -5.445 -0.751
H -4.130 -7.476 1.001
H -2.394 -6.799 3.010
C 4.196 -1.110 -1.597
S 2.629 -0.526 -2.279
C 3.162 1.161 -2.635
O 1.706 -0.375 -1.074
H 4.470 -0.507 -0.734
H 4.949 -1.041 -2.381
H 4.095 -2.151 -1.295
H 3.913 1.135 -3.424
H 3.570 1.618 -1.736
H 2.298 1.724 -2.985
C 2.175 3.519 6.348
C 2.304 3.585 4.880
C 3.515 3.251 4.224
C 3.622 3.339 2.870
C 2.514 3.760 2.077
N 2.732 3.857 0.737
C 1.997 4.373 -0.351
O 2.595 4.691 -1.339
N 0.615 4.521 -0.213
C -0.308 3.471 -0.141
C -1.664 3.752 0.050
C -2.566 2.707 0.090
C -2.110 1.410 -0.083
N -0.821 1.142 -0.285
C 0.067 2.137 -0.293
C 1.289 4.077 2.723
C 1.201 3.996 4.082
H 3.122 3.337 6.849
H 1.477 2.720 6.627
H 1.726 4.438 6.738
H 4.371 2.939 4.808
H 4.565 3.105 2.391
H 3.710 3.786 0.469
H 0.276 5.346 -0.691
H -1.997 4.776 0.180
H -3.618 2.888 0.257
H -2.793 0.570 -0.066
H 1.102 1.857 -0.459
H 0.443 4.432 2.159
H 0.277 4.277 4.571
C -1.102 1.990 -3.531
C -0.413 0.682 -3.788
C 0.039 0.418 -5.180
O -0.229 -0.148 -2.902
H -1.355 2.502 -4.455
H -0.428 2.631 -2.956
H -2.000 1.843 -2.929
H -0.849 0.188 -5.779
H 0.725 -0.424 -5.231
H 0.478 1.313 -5.623
```

Atom charges from the Löwdin analysis, given in e for atoms 1 to 6:
1. Co 0.721
2. C 0.008
3. C -0.098
4. N 0.012
5. N 0.048
6. C 0.004